Molecular formula: C52H153N13O18
Method: DFT, ωB97M-V/def2-TZVPD

Last column: Mulliken charge in e.
Cartesian coordinates (Å):
1 C 16.3901 9.4529 19.1949  -1.24
2 C 16.7867 9.5052 20.6465  0.19
3 C 18.2534 9.7536 20.9278  -0.28
4 O 19.1298 8.7564 20.4096  -0.49
5 C 20.4254 8.9386 20.8125  -0.21
6 N 15.8766 10.4368 21.3662  -0.63
7 H 15.3306 9.2546 19.0330  0.49
8 H 16.8873 8.6296 18.6819  0.42
9 H 16.6714 10.3117 18.5854  -0.15
10 H 16.7033 8.4844 21.0195  0.35
11 H 18.3970 9.9578 21.9888  0.52
12 H 18.4325 10.6697 20.3650  -0.14
13 H 20.9478 8.0102 20.5814  0.38
14 H 20.5781 9.0228 21.8885  0.42
15 H 21.0052 9.7081 20.3028  -0.34
16 H 15.9388 10.3852 22.3730  0.22
17 H 14.9032 10.2276 21.1964  0.27
18 C 18.6527 11.2633 16.8245  -1.56
19 C 18.5487 12.7620 16.5496  2.27
20 C 18.4152 13.4680 17.8813  0.19
21 O 18.4527 14.8752 17.7575  -0.20
22 C 18.2032 15.5309 18.9850  2.01
23 N 19.7616 13.2272 15.8444  0.82
24 H 17.6541 10.8303 16.8831  0.32
25 H 19.1322 10.9588 17.7548  0.18
26 H 19.1813 10.7557 16.0177  0.48
27 H 17.6416 12.9940 15.9916  -1.67
28 H 19.1602 13.0917 18.5823  -0.31
29 H 17.5190 13.0699 18.3573  -0.43
30 H 18.5196 16.5353 18.7038  -0.31
31 H 18.8488 15.0818 19.7397  -0.42
32 H 17.1719 15.5398 19.3379  -1.00
33 H 19.7115 14.2316 15.9385  0.07
34 H 20.6173 12.9709 16.3159  -0.44
35 C 22.1065 15.6448 21.3826  -0.67
36 C 22.0002 16.0384 22.8367  0.76
37 C 21.9551 14.8814 23.8400  -1.29
38 O 20.7598 14.1240 23.7358  -0.21
39 C 20.5651 13.0731 24.6987  -0.91
40 N 23.1987 16.8718 23.1133  -0.66
41 H 22.5966 16.3780 20.7422  0.57
42 H 21.0822 15.4948 21.0415  -0.56
43 H 22.5859 14.6886 21.1731  0.36
44 H 21.1824 16.7323 23.0317  0.06
45 H 22.0384 15.3371 24.8267  0.34
46 H 22.8508 14.3076 23.6018  0.41
47 H 19.6357 12.5386 24.5021  0.09
48 H 20.5803 13.5011 25.7010  0.36
49 H 21.3099 12.2800 24.6322  0.38
50 H 23.9258 16.1718 23.0771  0.33
51 H 23.1234 17.2011 24.0651  0.31
52 C 12.7665 17.1285 24.5757  -1.19
53 C 11.5784 16.8530 23.6717  0.63
54 C 11.8944 15.7930 22.5862  -1.03
55 O 13.0292 16.2061 21.8107  0.55
56 C 13.4904 15.2122 20.9109  0.12
57 N 10.4814 16.3882 24.4906  -0.78
58 H 13.5271 17.5286 23.9053  0.04
59 H 13.1882 16.2583 25.0787  0.33
60 H 12.5381 17.9172 25.2925  0.43
61 H 11.1603 17.6971 23.1232  0.10
62 H 11.0091 15.6319 21.9710  0.24
63 H 12.0760 14.8105 23.0221  0.46
64 H 12.9051 15.5223 20.0452  -0.07
65 H 13.2337 14.2209 21.2842  0.93
66 H 14.5709 15.2894 20.7903  -1.24
67 H 10.8033 15.5334 24.9217  0.31
68 H 10.4473 17.0094 25.2862  0.30
69 C 14.7658 14.3525 12.1424  -1.80
70 C 15.5687 13.8499 13.2881  0.45
71 C 15.8220 14.9965 14.3651  0.17
72 O 14.5606 15.2374 15.0444  -0.47
73 C 14.6133 16.0506 16.1560  -0.31
74 N 14.7510 12.8068 13.9637  -0.81
75 H 15.3600 14.9856 11.4835  0.39
76 H 13.8536 14.8999 12.3800  0.26
77 H 14.5317 13.5566 11.4354  0.44
78 H 16.4957 13.3672 12.9787  0.60
79 H 16.0964 15.9412 13.8959  0.57
80 H 16.6422 14.5987 14.9628  -0.43
81 H 14.8960 17.0425 15.8034  0.53
82 H 15.3224 15.6460 16.8782  -0.16
83 H 13.6762 16.0246 16.7120  0.09
84 H 15.3916 12.4934 14.6789  0.17
85 H 14.0321 13.3142 14.4596  0.30
86 C 21.3987 20.7736 14.9826  -1.14
87 C 20.3371 19.9296 14.3134  0.87
88 C 18.9826 20.1508 14.9410  -0.98
89 O 19.0367 19.3326 16.0746  0.11
90 C 17.7763 19.1273 16.7528  -0.93
91 N 20.3846 20.3118 12.9239  -0.79
92 H 21.7918 20.1423 15.7795  0.18
93 H 21.0402 21.7337 15.3538  0.25
94 H 22.2643 20.9231 14.3373  0.41
95 H 20.5217 18.8568 14.2574  0.05
96 H 18.1611 19.7985 14.3172  0.35
97 H 18.8084 21.1872 15.2303  0.30
98 H 17.8417 18.5680 17.6861  -0.01
99 H 17.0119 18.6095 16.1734  0.37
100 H 17.0958 19.9556 16.9502  0.54
101 H 19.7750 19.7838 12.3159  0.26
102 H 21.2671 20.0815 12.4900  0.26
103 C 10.3999 13.5731 19.2458  -1.30
104 C 10.8709 13.7282 17.8263  1.04
105 C 12.1368 12.9233 17.5535  -0.72
106 O 13.2250 13.4515 18.1935  0.14
107 C 14.4402 12.8373 18.1150  -0.45
108 N 9.7869 13.2453 17.0077  -0.80
109 H 9.4326 14.0275 19.4600  0.44
110 H 11.1757 14.0733 19.8255  0.09
111 H 10.3087 12.4980 19.4004  0.34
112 H 11.0580 14.7842 17.6321  0.01
113 H 12.3766 12.9287 16.4902  0.03
114 H 11.9943 11.8703 17.7966  0.28
115 H 14.3811 11.7960 18.4316  0.48
116 H 15.1221 13.4875 18.6631  -0.23
117 H 14.8696 12.7826 17.1146  0.03
118 H 9.0031 13.8823 17.0097  0.27
119 H 10.0206 13.2803 16.0258  0.27
120 C 26.0809 15.4646 16.7599  -1.27
121 C 25.3190 16.4363 17.6393  0.37
122 C 23.8255 16.6156 17.2689  -0.02
123 O 23.0739 17.1618 18.3832  -0.37
124 C 21.6735 17.1569 18.1293  0.59
125 N 25.4835 15.8581 18.9683  -0.80
126 H 25.4426 14.5908 16.6293  0.10
127 H 27.0093 15.1636 17.2451  0.40
128 H 26.3811 15.8271 15.7767  0.39
129 H 25.6887 17.4610 17.6029  0.33
130 H 23.3376 15.6763 17.0084  -0.14
131 H 23.6485 17.2803 16.4234  0.31
132 H 21.0675 17.4759 18.9773  -0.81
133 H 21.2640 16.1666 17.9297  0.20
134 H 21.4163 17.8659 17.3424  0.26
135 H 24.7110 16.1446 19.5524  0.26
136 H 25.2699 14.8710 18.9658  0.32
137 C 16.8797 15.7170 23.0710  -0.71
138 C 16.8299 14.5683 24.0630  2.14
139 C 16.1304 14.8141 25.4446  -0.47
140 O 15.9748 13.6692 26.2010  -0.46
141 C 17.1898 13.2509 26.8130  -0.35
142 N 16.1291 13.4669 23.4125  -0.37
143 H 16.9013 16.7083 23.5238  0.78
144 H 15.9531 15.7934 22.5021  -0.80
145 H 17.5918 15.5230 22.2689  -0.18
146 H 17.8187 14.1417 24.2318  -1.26
147 H 15.1027 15.1506 25.3075  -0.21
148 H 16.5736 15.6275 26.0191  0.54
149 H 16.8864 12.4211 27.4513  0.30
150 H 17.5830 14.0985 27.3743  0.28
151 H 17.8580 12.8918 26.0304  0.01
152 H 15.1452 13.6935 23.4397  0.00
153 H 16.1878 12.7278 24.0983  0.39
154 C 22.3601 10.0829 16.7360  -1.43
155 C 23.4832 11.0877 16.5396  0.51
156 C 23.8248 11.1277 14.9889  -0.50
157 O 24.3480 9.8209 14.6900  -0.41
158 C 24.1302 9.3895 13.2870  -0.78
159 N 23.0149 12.3487 17.0581  -0.01
160 H 22.6523 9.1150 16.3287  0.57
161 H 21.4013 10.3335 16.2821  0.09
162 H 22.0522 9.9058 17.7665  0.22
163 H 24.3476 10.8209 17.1477  0.49
164 H 24.6491 11.8129 14.7912  0.41
165 H 23.0540 11.4239 14.2774  0.16
166 H 24.6440 8.4530 13.0701  0.29
167 H 24.6972 10.0486 12.6296  0.34
168 H 23.0784 9.2450 13.0399  0.29
169 H 22.6105 12.0870 17.9458  -0.27
170 H 23.8809 12.7650 17.3694  0.07
171 C 19.2861 18.7607 20.9904  -0.30
172 C 20.1311 19.9189 21.5435  0.06
173 C 19.7060 20.2542 23.0196  -0.86
174 O 20.3156 21.4648 23.4419  -0.39
175 C 20.1693 21.6831 24.8213  -0.76
176 N 21.5022 19.5867 21.4100  -0.59
177 H 19.4649 18.5625 19.9336  -0.16
178 H 18.2415 19.0528 21.0982  0.27
179 H 19.2800 17.8939 21.6512  0.11
180 H 19.9464 20.8861 21.0760  0.38
181 H 20.0692 19.4891 23.7057  0.37
182 H 18.6339 20.3024 23.2108  0.49
183 H 20.9803 21.0848 25.2365  0.29
184 H 19.2427 21.2210 25.1620  0.33
185 H 20.1834 22.7142 25.1746  0.25
186 H 21.8751 20.2293 22.0942  0.34
187 H 21.7404 18.6709 21.7631  0.11
188 C 19.7743 14.4934 10.0742  -1.09
189 C 21.1352 13.7952 10.0613  0.05
190 C 22.0287 14.2851 11.2612  -0.88
191 O 21.5846 14.0510 12.5851  0.13
192 C 22.3780 14.6284 13.6236  -0.87
193 N 21.0080 12.3656 9.9431  -0.71
194 H 19.6345 15.5697 9.9732  0.38
195 H 19.3176 14.2084 11.0220  -0.02
196 H 19.1297 14.1742 9.2552  0.34
197 H 21.6347 14.1250 9.1504  0.43
198 H 22.2234 15.3528 11.1597  0.48
199 H 23.0454 13.9040 11.1653  0.41
200 H 23.3486 14.1347 13.6711  0.37
201 H 21.9266 14.5547 14.6130  -0.02
202 H 22.3825 15.7149 13.5356  0.39
203 H 21.9128 11.9397 9.8020  0.30
204 H 20.6709 12.1381 10.8676  0.30
205 C 15.4524 18.0653 19.5139  -0.39
206 C 14.4993 18.8897 20.3441  0.49
207 C 13.0200 18.7822 19.9197  -0.25
208 O 12.8240 19.3311 18.6852  -0.39
209 C 11.5070 19.1236 18.1423  -0.58
210 N 14.7934 18.4204 21.6767  -0.34
211 H 15.4692 18.4533 18.4955  0.39
212 H 15.1165 17.0327 19.4195  -0.40
213 H 16.4589 17.9206 19.9064  -0.26
214 H 14.7229 19.9565 20.3567  0.60
215 H 12.3559 19.2569 20.6422  0.52
216 H 12.7734 17.7207 19.8982  -0.11
217 H 11.3649 18.0496 18.0223  0.07
218 H 11.3458 19.6440 17.1982  0.28
219 H 10.7170 19.4262 18.8297  0.35
220 H 14.1290 18.9498 22.2231  0.42
221 H 14.4874 17.4700 21.8292  -0.47
222 O 22.2760 11.8415 20.0480  -0.76
223 H 22.3229 11.2976 20.8342  0.22
224 H 21.4814 12.3626 20.1637  0.16
225 O 19.7609 7.7666 17.8684  -0.64
226 H 19.1840 7.5714 17.1299  0.34
227 H 19.1952 8.2014 18.5065  0.36
228 O 19.7377 12.9900 21.5067  1.06
229 H 18.8065 13.1435 21.3467  -0.17
230 H 19.9644 13.6004 22.2083  0.11
231 O 16.8919 13.0107 20.8190  0.63
232 H 16.5927 13.3778 21.6508  -0.22
233 H 16.6644 12.0824 20.8707  0.02
234 O 19.4361 12.4066 13.0380  -0.88
235 H 19.3435 12.4877 13.9872  0.22
236 H 20.2492 12.8693 12.8357  0.43

Summary:
E_tot = -112621.77133 eV
Relative energy (zero: lowest compared OMol25 entry of this formula, charge and spin) = 3.958 eV
Max |F| = 2.81 eV/A
Orbital gap = 8.957 eV
Lowest unoccupied orbital energy = -0.02 eV